2 unconnected molecules or ions with the total composition C6H9NO in a non-equilibrium geometry. Source: OMol25; level of theory: ωB97M-V with the def2-TZVPD basis set.

Each atom is followed by the atoms it is bonded to, with distances in Å.
Geometry (Å):
1 C 0.200 -2.037 -0.290  C2 1.463, H7 1.159, H8 1.092, H9 1.073
2 C 0.228 -1.640 -1.697  C1 1.463, O3 1.217, C4 1.554
3 O -0.257 -2.355 -2.554  C2 1.217
4 C 0.399 -0.137 -2.055  C2 1.554, C5 1.397, H10 1.004, H11 1.053
5 C 1.063 0.647 -1.109  C4 1.397, N6 1.177
6 N 1.621 1.302 -0.307  C5 1.177
7 H 0.034 -3.183 -0.228  C1 1.159
8 H 1.254 -1.969 -0.011  C1 1.092
9 H -0.447 -1.481 0.361  C1 1.073
10 H 0.890 -0.124 -2.930  C4 1.004
11 H -0.481 0.351 -2.367  C4 1.053
12 C -1.199 1.352 2.418  C13 1.348, H14 1.078, H15 1.071
13 C -0.281 2.263 2.037  C12 1.348, H16 1.098, H17 1.077
14 H -1.190 0.453 1.823  C12 1.078
15 H -2.077 1.226 3.018  C12 1.071
16 H -0.342 3.274 2.463  C13 1.098
17 H 0.584 2.057 1.429  C13 1.077

Its SMILES is CC(=O)CC#N.C=C. As for the charge: 0. As for the energy above the lowest of the compared OMol25 structures with the same formula, charge and spin: 2.814 eV. The HOMO-LUMO gap comes out at 10.254 eV.

Let us look at the natural (NBO) charges, expressed in e, one per atom: -0.7306, 0.6063, -0.5075, -0.6404, 0.3024, -0.3298, 0.2486, 0.2426, 0.2536, 0.2746, 0.2838, -0.4101, -0.3692, 0.1590, 0.2072, 0.1818, 0.2277

***

2 unconnected molecules or ions with the total composition C17H26N6O2S in a non-equilibrium geometry. Source: OMol25; level of theory: ωB97M-V with the def2-TZVPD basis set.

Each atom is followed by the atoms it is bonded to, with distances in Å.
Geometry (Å):
1 C 2.600 -1.554 -6.862  N2 1.464, H13 1.091, H14 1.093, H15 1.091
2 N 1.413 -1.466 -6.009  C1 1.464, C3 1.341, H16 1.008
3 C 1.397 -1.015 -4.746  N2 1.341, O4 1.225, C5 1.543
4 O 2.425 -0.667 -4.179  C3 1.225
5 C 0.039 -1.044 -4.015  C3 1.543, N6 1.480, C10 1.551, H17 1.088
6 N -0.682 -2.298 -4.326  C5 1.480, C7 1.333, H18 1.009
7 C -1.702 -2.480 -5.165  N6 1.333, C8 1.515, O9 1.218
8 C -2.275 -1.306 -5.932  C7 1.515, H19 1.089, H20 1.088, H21 1.087
9 O -2.163 -3.595 -5.334  C7 1.218
10 C 0.149 -0.811 -2.486  C5 1.551, C11 1.537, C12 1.539, H22 1.091
11 C 0.489 0.650 -2.150  C10 1.537, H23 1.089, H24 1.090, H25 1.088
12 C -1.165 -1.117 -1.743  C10 1.539, H26 1.090, H27 1.090, H28 1.090
13 H 2.779 -2.593 -7.142  C1 1.091
14 H 3.483 -1.179 -6.337  C1 1.093
15 H 2.453 -0.959 -7.765  C1 1.091
16 H 0.545 -1.813 -6.384  N2 1.008
17 H -0.531 -0.204 -4.408  C5 1.088
18 H -0.371 -3.137 -3.859  N6 1.009
19 H -3.052 -1.674 -6.602  C8 1.089
20 H -2.712 -0.597 -5.232  C8 1.088
21 H -1.495 -0.826 -6.518  C8 1.087
22 H 0.922 -1.463 -2.079  C10 1.091
23 H 1.427 0.949 -2.616  C11 1.089
24 H -0.304 1.313 -2.497  C11 1.090
25 H 0.607 0.757 -1.074  C11 1.088
26 H -1.060 -0.873 -0.686  C12 1.090
27 H -1.982 -0.533 -2.167  C12 1.090
28 H -1.406 -2.177 -1.815  C12 1.090
29 C 1.199 0.136 9.157  C30 1.495, H43 1.093, H44 1.093, H45 1.094
30 C 0.792 0.434 7.749  C29 1.495, N31 1.307, S42 1.751
31 N 0.856 -0.473 6.810  C30 1.307, C32 1.388
32 C 0.434 0.036 5.591  N31 1.388, C33 1.501, C34 1.377
33 C 0.397 -0.922 4.436  C32 1.501, H46 1.094, H47 1.093, H48 1.092
34 C 0.041 1.356 5.611  C32 1.377, C35 1.458, S42 1.752
35 C -0.404 2.162 4.480  C34 1.458, C36 1.383, N41 1.329
36 C -1.286 3.207 4.684  C35 1.383, C37 1.378, H49 1.082
37 C -1.674 3.951 3.590  C36 1.378, N38 1.329, H50 1.086
38 N -1.203 3.684 2.377  C37 1.329, C39 1.311
39 C -0.334 2.705 2.303  N38 1.311, N40 1.329, N41 1.310
40 N 0.121 2.424 1.086  C39 1.329, H51 1.009, H52 1.010
41 N 0.064 1.908 3.262  C35 1.329, C39 1.310
42 S 0.189 1.996 7.236  C30 1.751, C34 1.752
43 H 1.583 1.037 9.641  C29 1.093
44 H 0.335 -0.228 9.719  C29 1.093
45 H 1.973 -0.637 9.170  C29 1.094
46 H 0.064 -1.904 4.783  C33 1.094
47 H 1.397 -1.021 4.006  C33 1.093
48 H -0.294 -0.589 3.658  C33 1.092
49 H -1.676 3.434 5.667  C36 1.082
50 H -2.378 4.768 3.721  C37 1.086
51 H 0.475 1.481 1.024  N40 1.009
52 H -0.499 2.768 0.367  N40 1.010

Its SMILES is CNC(=O)[C@@H](NC(C)=O)C(C)C.Cc1nc(C)c(-c2ccnc(N)n2)s1. As for the charge: 0. As for the energy above the lowest of the compared OMol25 structures with the same formula, charge and spin: 0.000 eV. The HOMO-LUMO gap comes out at 8.799 eV.

Let us look at the natural (NBO) charges, expressed in e, one per atom: -0.4188, -0.6038, 0.6583, -0.6333, -0.1222, -0.6155, 0.6647, -0.7175, -0.6255, -0.2174, -0.6036, -0.6015, 0.2013, 0.2412, 0.1992, 0.3932, 0.2212, 0.4114, 0.2516, 0.2298, 0.2143, 0.2139, 0.2413, 0.1940, 0.1990, 0.2130, 0.1999, 0.2115, -0.6575, 0.0970, -0.4485, 0.1957, -0.6392, -0.2851, 0.2469, -0.3587, 0.1085, -0.5077, 0.5482, -0.7759, -0.5089, 0.3860, 0.2239, 0.2344, 0.2442, 0.2276, 0.2321, 0.2288, 0.2225, 0.1968, 0.3917, 0.3974

***

| no. | E_LUMO (Eh) | HOMO energy (eV) |
| --- | --- | --- |
| 1 | 0.0143 | -9.86 |
| 2 | 0.0094 | -8.54 |